1.
{"formula": "C32H26N5O6S3Zr", "method": "ωB97M-V with the def2-TZVPD basis set", "total_charge": 3, "relative_energy_kcal_mol": 0.0, "homo_energy_ha": -0.593, "total_energy_ha": -3200.8647, "gap_ev": 5.892, "species": ["Zr", "S", "C", "N", "C", "C", "N", "C", "C", "C", "C", "C", "C", "C", "C", "S", "C", "C", "C", "C", "C", "C", "C", "H", "H", "H", "H", "H", "H", "H", "H", "H", "H", "H", "H", "H", "H", "H", "H", "H", "H", "S", "C", "N", "C", "C", "C", "C", "C", "C", "H", "H", "H", "H", "H", "O", "C", "O", "C", "C", "C", "C", "C", "C", "N", "O", "O", "N", "O", "O", "H", "H", "H"], "coordinates": [[0.434, -2.178, 1.018], [-0.958, -0.296, 2.065], [-0.035, 0.398, 3.334], [-0.587, 1.177, 4.200], [0.237, 1.672, 5.329], [1.573, 2.103, 4.812], [2.199, 0.991, 4.052], [3.716, 0.916, 4.030], [4.368, 2.190, 4.461], [5.068, 2.235, 5.660], [5.690, 3.414, 6.052], [5.603, 4.541, 5.251], [4.913, 4.495, 4.044], [4.302, 3.318, 3.645], [1.464, 0.142, 3.419], [2.176, -1.188, 2.593], [-2.070, 1.525, 4.126], [-2.462, 2.614, 5.066], [-2.958, 2.303, 6.329], [-3.293, 3.321, 7.209], [-3.131, 4.646, 6.826], [-2.649, 4.960, 5.561], [-2.317, 3.944, 4.678], [0.319, 0.866, 6.061], [-0.285, 2.504, 5.791], [2.237, 2.349, 5.638], [1.523, 2.977, 4.161], [3.989, 0.639, 3.011], [3.981, 0.083, 4.685], [5.142, 1.352, 6.285], [6.246, 3.447, 6.980], [6.087, 5.458, 5.558], [4.870, 5.371, 3.410], [3.798, 3.274, 2.684], [-2.606, 0.595, 4.322], [-2.250, 1.807, 3.089], [-3.106, 1.268, 6.620], [-3.691, 3.083, 8.186], [-3.396, 5.440, 7.512], [-2.549, 5.994, 5.258], [-1.969, 4.188, 3.680], [-0.052, -5.552, 3.942], [-0.554, -4.022, 3.484], [-0.460, -3.745, 2.191], [0.024, -4.859, 1.486], [0.124, -4.938, 0.098], [0.676, -6.089, -0.436], [1.068, -7.150, 0.391], [0.889, -7.106, 1.762], [0.362, -5.935, 2.303], [-0.916, -3.301, 4.204], [-0.361, -4.219, -0.562], [0.749, -6.200, -1.510], [1.476, -8.045, -0.059], [1.134, -7.958, 2.382], [0.248, -1.754, -0.961], [1.461, -2.212, -1.192], [2.126, -2.494, -0.119], [1.958, -2.418, -2.517], [3.332, -2.625, -2.703], [3.772, -2.848, -3.983], [2.918, -2.896, -5.073], [1.568, -2.700, -4.839], [1.058, -2.447, -3.589], [0.625, -2.772, -5.982], [-0.549, -2.867, -5.700], [1.111, -2.761, -7.084], [5.227, -3.054, -4.200], [5.936, -2.917, -3.227], [5.561, -3.432, -5.294], [4.043, -2.589, -1.890], [3.295, -3.078, -6.072], [-0.004, -2.283, -3.466]]}

***

2.
{"formula": "C4H7NO", "method": "ωB97M-V with the def2-TZVPD basis set", "relative_energy_kcal_mol": 128.6, "homo_energy_ha": -0.278, "total_energy_ha": -286.4268, "gap_ev": 8.502, "species": ["O", "C", "C", "N", "C", "C", "H", "H", "H", "H", "H", "H", "H"], "coordinates": [[-2.762, -1.173, 0.281], [-1.628, -1.127, -0.128], [-0.369, 0.963, 0.972], [0.510, 0.664, 0.057], [0.923, 0.566, -1.177], [1.747, -0.095, -0.158], [-0.808, -1.727, 0.325], [-0.238, 0.586, 1.975], [-1.226, 1.560, 0.687], [0.852, 1.148, -2.077], [-1.320, -0.534, -1.013], [1.670, -1.178, -0.023], [2.647, 0.347, 0.279]]}

***

3.
{"formula": "CH3NO2S", "method": "ωB97M-V with the def2-TZVPD basis set", "relative_energy_kcal_mol": 72.5, "homo_energy_ha": -0.371, "total_energy_ha": -643.1986, "gap_ev": 10.518, "species": ["C", "N", "O", "O", "S", "H", "H", "H"], "coordinates": [[0.249, -0.310, -0.268], [0.086, -1.758, 0.079], [0.148, -2.498, -0.816], [-0.049, -1.985, 1.228], [-1.359, 0.483, -0.414], [0.920, 0.084, 0.351], [0.706, -0.040, -1.305], [-1.597, 0.542, 0.904]]}

***

4.
{"formula": "C2H2O3", "method": "ωB97M-V with the def2-TZVPD basis set", "relative_energy_kcal_mol": 188.6, "homo_energy_ha": -0.322, "total_energy_ha": -302.8298, "gap_ev": 8.275, "species": ["C", "C", "O", "O", "O", "H", "H"], "coordinates": [[-0.308, -1.080, -0.005], [0.253, 0.200, -0.029], [-1.566, -0.461, -0.097], [-0.969, 0.787, -0.298], [1.295, 1.051, -0.119], [0.347, -2.420, 0.892], [0.949, 1.924, -0.343]]}

***

5.
{"formula": "C35H40N7Tl", "method": "ωB97M-V with the def2-TZVPD basis set", "total_charge": 2, "relative_energy_kcal_mol": 35.8, "homo_energy_ha": [-0.489, -0.491], "total_energy_ha": -1912.8546, "gap_ev": [5.385, 5.685], "species": ["Tl", "C", "C", "C", "C", "C", "C", "C", "N", "N", "C", "C", "C", "C", "C", "C", "N", "C", "C", "C", "C", "C", "C", "N", "H", "H", "H", "H", "H", "H", "H", "H", "H", "H", "H", "H", "H", "H", "H", "H", "H", "H", "H", "H", "C", "N", "C", "C", "C", "C", "C", "C", "C", "N", "C", "C", "C", "C", "C", "C", "N", "C", "C", "H", "H", "H", "H", "H", "H", "H", "H", "H", "H", "H", "H", "H", "H", "H", "H", "H", "H", "H", "H"], "coordinates": [[11.355, 10.401, 10.484], [10.230, 6.878, 11.869], [9.388, 7.896, 12.638], [10.148, 8.694, 13.697], [11.243, 8.200, 14.381], [11.744, 8.974, 15.449], [11.088, 10.190, 15.775], [10.029, 10.571, 15.034], [9.617, 9.884, 13.964], [11.223, 7.433, 10.910], [12.620, 7.066, 11.269], [13.725, 7.313, 10.222], [14.849, 6.465, 10.085], [15.705, 6.585, 9.003], [15.444, 7.637, 8.069], [14.428, 8.514, 8.342], [13.569, 8.360, 9.398], [10.846, 7.160, 9.501], [9.422, 7.559, 9.156], [8.353, 6.649, 9.246], [7.031, 7.093, 9.126], [6.878, 8.436, 8.864], [7.986, 9.269, 8.614], [9.236, 8.829, 8.831], [9.609, 6.127, 11.365], [10.759, 6.300, 12.652], [8.576, 7.348, 13.115], [8.907, 8.587, 11.962], [11.430, 7.139, 14.259], [12.581, 8.593, 16.018], [11.398, 10.812, 16.598], [9.368, 11.408, 15.278], [12.669, 5.933, 11.503], [12.842, 7.536, 12.254], [15.140, 5.691, 10.794], [16.462, 5.812, 8.831], [15.953, 7.799, 7.138], [14.336, 9.444, 7.784], [11.076, 6.060, 9.401], [11.563, 7.745, 8.845], [8.619, 5.591, 9.404], [6.193, 6.409, 9.184], [5.890, 8.875, 8.829], [7.756, 10.272, 8.317], [14.443, 11.904, 12.171], [13.642, 12.658, 11.169], [14.274, 12.927, 9.857], [12.605, 13.481, 11.595], [12.622, 13.960, 12.968], [11.538, 14.623, 13.524], [10.379, 14.816, 12.705], [10.276, 14.342, 11.437], [11.426, 13.715, 10.787], [11.398, 13.247, 9.514], [10.908, 14.105, 8.537], [10.687, 15.506, 8.639], [9.992, 16.169, 7.661], [9.832, 15.649, 6.387], [10.158, 14.325, 6.173], [10.668, 13.512, 7.178], [10.887, 12.146, 6.974], [9.884, 11.379, 6.260], [12.216, 11.550, 7.033], [15.198, 12.514, 12.581], [14.933, 11.097, 11.588], [13.730, 11.494, 12.900], [14.838, 13.821, 9.860], [13.478, 12.988, 9.114], [14.897, 12.076, 9.607], [13.439, 13.616, 13.614], [11.536, 14.886, 14.591], [9.533, 15.362, 13.203], [9.351, 14.514, 10.887], [10.962, 16.057, 9.583], [9.655, 17.201, 7.867], [9.293, 16.244, 5.598], [10.007, 13.979, 5.133], [8.889, 11.845, 6.241], [9.811, 10.396, 6.760], [10.200, 11.233, 5.187], [12.717, 11.706, 6.100], [12.183, 10.472, 7.272], [12.833, 12.059, 7.777]]}

***

6.
{"formula": "C33H28CdN4O2S4Te", "method": "ωB97M-V with the def2-TZVPD basis set", "relative_energy_kcal_mol": 111.1, "homo_energy_ha": -0.279, "total_energy_ha": -3672.1404, "gap_ev": 7.230, "species": ["Cd", "S", "C", "C", "C", "C", "C", "C", "S", "C", "C", "C", "C", "C", "C", "C", "S", "C", "C", "C", "C", "C", "C", "S", "N", "H", "H", "H", "H", "H", "H", "H", "H", "H", "H", "H", "H", "H", "H", "H", "O", "N", "O", "C", "C", "C", "C", "C", "C", "N", "C", "C", "N", "C", "C", "C", "C", "H", "H", "H", "H", "H", "H", "H", "C", "Te", "C", "H", "H", "H", "H", "H", "H"], "coordinates": [[-1.078, 1.476, 0.190], [-1.354, 1.385, 2.671], [-0.704, -1.412, 1.952], [-1.901, -1.448, 2.930], [-1.394, -3.133, 4.098], [-0.216, -3.990, 3.845], [0.709, -3.469, 3.057], [0.585, -2.045, 2.595], [2.076, -1.724, 1.552], [1.754, -2.796, 0.121], [1.606, -2.103, -1.214], [2.465, -2.464, -2.244], [2.202, -2.015, -3.531], [1.086, -1.235, -3.744], [0.322, -0.854, -2.640], [-0.862, 0.040, -2.882], [-2.143, -0.082, -1.594], [-3.247, 1.161, -2.239], [-4.433, 0.692, -2.804], [-5.359, 1.569, -3.336], [-5.087, 2.932, -3.304], [-3.916, 3.401, -2.739], [-2.962, 2.538, -2.181], [-1.509, 3.255, -1.493], [0.588, -1.256, -1.405], [-2.603, -0.646, 2.737], [-2.003, -3.476, 4.930], [-0.135, -4.985, 4.264], [1.608, -4.008, 2.791], [0.849, -3.366, 0.320], [2.589, -3.493, 0.060], [3.303, -3.119, -2.048], [2.839, -2.309, -4.356], [0.789, -0.926, -4.738], [-1.345, -0.240, -3.819], [-0.558, 1.090, -2.944], [-4.616, -0.375, -2.821], [-6.278, 1.197, -3.770], [-5.798, 3.637, -3.715], [-3.720, 4.465, -2.704], [3.417, 0.065, 6.194], [3.099, 0.849, 5.324], [3.480, 2.001, 5.257], [2.144, 0.387, 4.298], [1.266, -0.535, 4.671], [0.244, -0.980, 3.712], [-1.103, -1.565, 4.212], [-2.311, -2.884, 2.815], [-1.898, -3.122, 1.363], [-1.174, -2.217, 0.817], [-0.144, 0.020, 2.526], [1.109, 0.739, 2.075], [1.094, 1.279, 0.858], [2.167, 1.902, 0.387], [3.309, 2.077, 1.140], [3.298, 1.637, 2.451], [2.188, 0.969, 2.951], [1.298, -0.939, 5.674], [-1.473, -1.108, 5.127], [-3.352, -3.151, 2.989], [-2.268, -3.945, 0.757], [2.080, 2.283, -0.623], [4.169, 2.584, 0.726], [4.158, 1.809, 3.081], [1.245, 2.241, -5.391], [2.284, 2.416, -3.535], [1.667, 4.431, -3.211], [1.834, 2.652, -6.205], [0.299, 2.771, -5.302], [1.051, 1.188, -5.575], [0.595, 4.491, -3.385], [2.215, 5.111, -3.856], [1.862, 4.675, -2.168]]}